Record 1
DFT (the ωB97M-V functional and the def2-TZVPD basis) results for a structure of composition C15H19BN9O2Pb.

XYZ file:
```
47
Properties=species:S:1:pos:R:3:forces:R:3
Pb -0.406374 2.078497 -0.498683 0.125 0.247 -0.051
C 1.551212 0.028168 3.317636 -0.008 0.043 0.036
C 0.926747 1.081492 2.646330 -0.047 0.043 0.009
N 0.516965 0.696719 1.446420 0.144 -0.158 -0.075
N 0.878903 -0.597752 1.300135 -0.106 0.078 -0.082
C 1.491192 -1.018512 2.427517 -0.052 -0.104 0.000
B 0.454279 -1.458203 0.050483 0.028 0.028 0.050
N 1.080171 -0.927836 -1.291453 -0.093 0.103 0.010
C 1.799767 -1.624170 -2.197989 -0.067 -0.087 0.030
C 2.038918 -0.822641 -3.289160 -0.017 0.029 -0.058
C 1.403363 0.380598 -2.976194 -0.063 0.036 -0.024
N 0.824706 0.306051 -1.786859 0.193 -0.117 0.188
N -1.092098 -1.391308 -0.077418 0.043 0.043 -0.005
C -2.057777 -2.329206 0.019721 0.060 -0.003 -0.001
C -3.276727 -1.728187 -0.201157 -0.001 0.011 -0.002
C -2.963366 -0.387416 -0.431635 -0.035 0.110 -0.007
N -1.656759 -0.185505 -0.352627 0.025 -0.233 0.028
N 1.045124 -2.850556 0.277561 -0.075 -0.104 0.002
C 2.372207 -3.114309 0.399613 0.009 0.020 -0.034
C 2.526134 -4.460166 0.604013 -0.033 -0.012 0.007
C 1.208187 -4.956003 0.595600 -0.002 -0.009 0.011
N 0.327927 -3.992420 0.402586 0.008 0.092 -0.027
H 1.973492 0.023116 4.306575 0.003 0.002 0.001
H 0.748461 2.093065 2.977897 0.022 0.007 -0.002
H 1.825030 -2.035027 2.537603 -0.001 0.016 0.000
H 2.077362 -2.648456 -2.024036 0.006 0.008 0.009
H 2.577255 -1.079130 -4.183895 0.006 0.004 0.000
H 1.318392 1.285483 -3.558029 0.037 0.009 0.002
H -1.795391 -3.348403 0.230296 0.021 -0.040 0.005
H -4.244975 -2.195864 -0.202584 -0.002 -0.002 -0.001
H -3.619189 0.438300 -0.665104 0.000 -0.009 0.011
H 3.104716 -2.326725 0.330124 0.005 0.006 -0.005
H 3.445030 -5.002991 0.738634 0.004 -0.001 0.000
H 0.867003 -5.971170 0.722329 0.004 0.003 0.000
N -2.402177 3.173903 0.986548 0.071 -0.031 -0.084
C -3.227247 3.843965 -0.041982 -0.029 -0.158 0.207
C -2.379948 4.500089 -1.143942 0.288 0.101 -0.279
O -2.605270 5.663042 -1.422566 -0.087 0.026 -0.008
O -1.486281 3.751145 -1.715575 -0.272 -0.043 0.282
H -2.922789 2.453796 1.474372 -0.010 0.010 -0.040
H -2.108338 3.845237 1.687906 0.050 -0.005 -0.056
H -3.867078 4.611077 0.390957 -0.020 0.006 -0.034
H -3.859956 3.088274 -0.511040 0.002 0.007 -0.026
C 1.733486 3.195688 -0.335211 -0.218 0.001 0.010
H 1.816954 3.706871 -1.287515 0.023 0.013 0.003
H 2.392406 2.347445 -0.194082 0.025 0.009 0.002
H 1.646350 3.859934 0.517882 0.038 0.008 -0.001
```
Forces are in eV/Å.

- E_tot (hartree) = -1444.03786
- lowest unoccupied orbital energy (spin up / spin down) (eV) = 0.3 / -1.5
- energy relative to the best compared isomer or geometry (same formula, charge and spin) (kJ/mol) = 0.00
- 2S+1 = 2
- total charge = 0
- HOMO-LUMO gap (spin up / spin down) (eV) = 8.0 / 7.5


Record 2
DFT (the ωB97M-V functional and the def2-TZVPD basis) results for a cluster of 3 separate species, C2HCl2F3O in total in a non-equilibrium geometry.

XYZ file:
```
9
Properties=species:S:1:pos:R:3:forces:R:3
C -0.855714 0.038486 -0.026430 -0.007 -0.367 -5.146
C -0.018704 -0.644200 1.048932 0.293 -1.148 1.349
O -0.714957 -0.075259 -1.255068 -0.877 -0.491 5.552
F -1.777828 0.824497 0.487556 0.018 -0.011 0.260
F 0.387850 0.279898 1.990715 -0.274 -1.276 -1.452
F 0.998958 -1.283987 0.469673 0.458 1.162 0.048
Cl 0.778915 1.969328 -1.896586 3.947 -1.878 -2.449
Cl -0.851843 -2.034724 1.895856 -0.225 1.297 -0.318
H 2.053323 0.925962 -2.714648 -3.333 2.712 2.156
```
Forces are in eV/Å.

- E_tot (hartree) = -1371.93548
- lowest unoccupied orbital energy (eV) = -1.7
- energy relative to the best compared isomer or geometry (same formula, charge and spin) (kJ/mol) = 263.43
- total charge = 0
- HOMO-LUMO gap (eV) = 9.4


Record 3
DFT (the ωB97M-V functional and the def2-TZVPD basis) results for a cluster of 2 separate species, C6H11N in total.

XYZ file:
```
18
Properties=species:S:1:pos:R:3:forces:R:3
C -0.594954 0.994319 -3.312173 -0.071 -0.068 -0.075
C -0.076322 1.695557 -2.082794 -0.063 0.034 0.205
C -0.581397 1.544989 -0.880474 -0.071 -0.005 0.234
N -1.100314 1.470422 0.232211 0.257 0.038 -0.544
H 0.200150 0.428846 -3.811702 -0.116 0.082 0.088
H -1.399716 0.296972 -3.062222 0.121 0.105 -0.021
H -0.991240 1.715436 -4.036624 0.066 -0.102 0.103
H 0.756345 2.387236 -2.181027 -0.107 -0.076 0.047
H -0.685041 0.734029 0.810295 -0.043 0.054 -0.063
C 0.951095 -1.192047 0.722096 -0.109 -0.060 0.134
C 0.088492 -1.423154 1.710630 0.133 0.006 -0.155
C 0.372671 -1.206609 3.168443 0.052 0.017 0.035
H 1.955064 -0.819992 0.919214 -0.148 -0.039 0.005
H 0.690090 -1.365100 -0.319156 0.013 0.014 0.172
H -0.905852 -1.799620 1.464352 0.143 0.041 0.019
H -0.354166 -0.517173 3.614375 0.089 -0.101 -0.070
H 0.299909 -2.149437 3.723298 -0.006 0.128 -0.079
H 1.375185 -0.794675 3.321258 -0.140 -0.067 -0.034
```
Forces are in eV/Å.

- E_tot (hartree) = -289.89472
- SMILES string = CC=C=N.C=CC
- lowest unoccupied orbital energy (eV) = 1.0
- energy relative to the best compared isomer or geometry (same formula, charge and spin) (kJ/mol) = 202.05
- total charge = 0
- HOMO-LUMO gap (eV) = 9.6


Record 4
DFT (the ωB97M-V functional and the def2-TZVPD basis) results for the molecule C16H21N3O2 in a non-equilibrium geometry.

XYZ file:
```
42
Properties=species:S:1:pos:R:3:forces:R:3
C -4.523078 -2.717661 -0.386500 4.038 -0.614 -0.143
C -4.518019 -1.962292 0.898550 6.382 3.036 -4.495
O -3.482904 -2.511805 1.685625 3.281 1.591 -0.062
C -2.134336 -2.098609 1.243759 -4.075 -7.981 -1.791
C -1.259965 -2.324801 2.311238 6.893 -5.069 3.216
C 0.308194 -2.245602 1.806280 -1.867 4.615 10.401
N 0.639682 -0.844328 1.571431 -1.198 -1.205 8.121
C 0.688146 -0.336505 0.458262 3.434 -1.261 -12.450
O 0.837607 -1.179192 -0.681888 -1.461 3.961 5.248
C 0.882893 1.113420 0.242736 -5.364 -0.141 7.953
C 0.037910 2.203835 1.214235 4.670 -9.906 -4.546
C 0.510898 3.201653 0.641077 -0.789 8.414 -3.635
C 0.033643 4.488644 1.016627 2.559 4.701 1.950
N 1.183705 3.186050 -0.506754 2.027 -1.066 1.916
N 1.587801 1.871655 -0.472371 -4.278 3.962 0.299
C 2.275988 1.479864 -1.438805 12.111 -7.530 -9.242
C 3.265407 0.374737 -1.273787 -3.226 2.087 -1.869
C 3.952722 -0.222149 -2.424497 0.238 1.782 3.464
C 4.107181 0.487044 -3.546556 -2.393 1.597 -7.255
C 3.116361 1.645751 -3.901174 3.892 -9.731 11.889
C 2.506908 1.970488 -2.775715 -7.072 4.792 1.462
H -5.249134 -2.415329 -1.032798 -2.174 0.594 -1.862
H -4.603704 -3.748458 -0.066391 -0.031 -0.499 -0.705
H -3.410601 -2.546100 -1.029431 -3.422 -0.544 2.036
H -5.148329 -2.066163 1.617379 -5.927 -0.064 3.143
H -4.204023 -0.854524 0.592931 -1.222 -1.722 1.178
H -1.907753 -1.231067 0.928935 -0.255 7.452 -2.140
H -1.960091 -2.663689 0.195724 0.419 0.425 2.706
H -1.283156 -1.819436 3.287214 -0.677 0.710 -0.726
H -1.118185 -3.427614 2.724394 -1.289 1.664 -1.057
H 0.531164 -2.667525 1.017059 1.728 -4.877 -7.641
H 1.036475 -2.567145 2.719288 -1.836 0.446 -2.202
H 0.579665 -0.293554 2.471664 0.248 -0.336 -1.862
H -0.515875 1.913562 1.950375 -3.253 -1.113 4.221
H -0.943055 4.749429 1.143433 -3.282 -0.342 -0.397
H 0.456285 5.394941 0.539301 0.092 -0.886 -0.561
H 0.352018 4.729636 2.038420 0.375 -0.378 0.290
H 3.181883 -0.002498 -0.290248 0.834 -1.150 0.763
H 4.655919 -0.972570 -2.181394 0.312 -1.154 0.047
H 4.561438 0.113345 -4.665246 -0.480 0.509 3.810
H 3.280558 2.050738 -4.686948 0.981 5.389 -9.611
H 1.691757 2.743825 -2.955436 1.058 -0.157 0.142
```
Forces are in eV/Å.

- E_tot (hartree) = -936.50467
- SMILES string = CCOCCCNC(=O)c1cc(C)nn1-c1ccccc1
- lowest unoccupied orbital energy (eV) = -0.2
- energy relative to the best compared isomer or geometry (same formula, charge and spin) (kJ/mol) = 1625.62
- total charge = 0
- HOMO-LUMO gap (eV) = 8.1